(1)
C19H43IrO2P3 | the ωB97M-V functional and the def2-TZVPD basis

ORCA input file:
```
! wB97M-V def2-TZVPD RIJCOSX def2/J DEFGRID3
* xyz 4 6
Ir 0.000 0.000 0.000
P 0.274 -1.885 -1.298
P 2.254 -0.060 0.560
P -2.058 0.396 -0.984
H 1.580 2.114 -1.092
C 0.526 1.927 -0.878
C 0.052 2.108 0.487
H 0.762 2.408 1.251
C 0.920 -1.718 -3.037
C 1.399 -3.259 -0.745
C -1.163 -3.001 -1.687
C 2.997 1.417 1.392
C 3.015 -1.343 1.665
C 3.428 -0.158 -0.868
C -2.861 2.043 -0.722
C -3.552 -0.648 -0.646
C -2.099 0.396 -2.834
H -0.096 2.290 -1.699
H -0.911 2.585 0.647
H 1.006 -2.689 -3.542
H 1.900 -1.235 -3.015
H 0.250 -1.072 -3.609
H 1.384 -4.087 -1.464
H 1.063 -3.627 0.229
H 2.428 -2.910 -0.642
H -0.832 -3.866 -2.274
H -1.929 -2.472 -2.258
H -1.611 -3.354 -0.754
H 4.069 1.252 1.542
H 2.519 1.578 2.362
H 2.856 2.313 0.783
H 4.098 -1.388 1.505
H 2.584 -2.328 1.483
H 2.829 -1.072 2.706
H 4.462 0.002 -0.542
H 3.153 0.603 -1.603
H 3.360 -1.137 -1.348
H -3.793 2.090 -1.295
H -2.199 2.847 -1.054
H -3.082 2.193 0.338
H -4.385 -0.346 -1.291
H -3.855 -0.523 0.397
H -3.334 -1.703 -0.814
H -3.072 0.731 -3.210
H -1.898 -0.605 -3.221
H -1.316 1.066 -3.198
C -1.028 0.000 -7.579
C -0.346 0.407 -8.729
C -0.173 1.767 -8.985
C -0.675 2.723 -8.102
C -1.355 2.304 -6.956
C -1.535 0.950 -6.688
O -1.231 -1.325 -7.272
H -0.831 -1.870 -7.969
H 0.047 -0.337 -9.420
H 0.358 2.076 -9.881
H -0.539 3.781 -8.304
H -1.751 3.040 -6.261
H -2.062 0.614 -5.801
C -1.258 -0.987 3.843
C -0.706 -0.260 2.622
O -0.674 -1.118 1.514
H -2.285 -1.353 3.635
H -1.289 -0.291 4.708
H -0.607 -1.849 4.101
H -1.373 0.596 2.394
H 0.312 0.128 2.845
H 0.046 -1.778 1.689
*
```

Output
- Kohn-Sham gap (alpha / beta) (eV) = 4.3 / 5.8
- LUMO level (alpha / beta) (eV) = -11.54 / -15.76
- ΔE to the lowest compared entry with this formula, charge and spin (kcal per mole) = 0.00
- highest occupied orbital energy (alpha / beta) (eV) = -15.881 / -21.555

---

(2)
C9H14 | the ωB97M-V functional and the def2-TZVPD basis

ORCA input file:
```
! wB97M-V def2-TZVPD RIJCOSX def2/J DEFGRID3
* xyz 0 1
C -1.682 2.381 0.251
C -0.941 1.480 -0.669
C 0.124 1.930 -1.491
C 0.797 1.033 -2.291
C 0.134 -0.157 -2.689
C -0.987 -0.527 -1.993
C -1.643 0.355 -1.127
H -1.154 2.746 1.139
H -2.663 2.099 0.622
H -1.871 3.388 -0.171
H 0.351 2.974 -1.287
H 1.688 1.358 -2.800
H 0.497 -0.681 -3.562
H -1.343 -1.554 -2.039
H -2.508 -0.029 -0.598
C 0.893 -2.588 2.593
C 1.871 -1.613 1.998
H 0.480 -2.176 3.533
H 0.084 -2.856 1.919
H 1.366 -3.438 3.100
H 2.244 -1.997 1.043
H 2.780 -1.523 2.601
H 1.483 -0.605 1.919
*
```

Output
- Kohn-Sham gap (eV) = 9.7
- SMILES string = Cc1ccccc1.CC
- LUMO level (eV) = 0.93
- ΔE to the lowest compared entry with this formula, charge and spin (kcal per mole) = 31.09
- highest occupied orbital energy (eV) = -8.795

---

(3)
C26H36BBrIO26 | the ωB97M-V functional and the def2-TZVPD basis

ORCA input file:
```
! wB97M-V def2-TZVPD RIJCOSX def2/J DEFGRID3
* xyz -1 1
Br -1.148 4.279 5.822
C -2.584 4.701 4.531
C -3.651 3.543 4.300
O -3.699 3.301 2.921
B -2.513 3.865 2.255
I -1.337 2.063 1.670
O -1.927 4.727 3.297
H -3.104 5.675 4.602
H -4.662 3.731 4.723
H -3.236 2.701 4.913
H -2.724 4.616 1.350
C -1.850 -2.093 0.929
C -2.045 -2.938 2.157
O -0.715 -3.043 2.678
C -0.018 -1.973 2.210
O 1.073 -1.670 2.592
O -0.708 -1.306 1.270
H -2.707 -1.460 0.714
H -1.620 -2.685 0.049
H -2.680 -2.455 2.904
H -2.454 -3.921 1.927
C -1.131 -4.480 -3.847
C -2.511 -4.992 -3.537
O -2.920 -4.154 -2.458
C -2.202 -3.005 -2.538
O -2.417 -2.036 -1.886
O -1.209 -3.110 -3.455
H -0.877 -4.567 -4.903
H -0.358 -4.974 -3.254
H -3.206 -4.858 -4.371
H -2.515 -6.039 -3.238
C 2.468 -4.729 2.539
C 3.864 -4.216 2.331
O 4.633 -5.421 2.272
C 3.799 -6.422 1.894
O 4.154 -7.515 1.591
O 2.506 -6.013 1.907
H 1.718 -4.090 2.080
H 2.223 -4.863 3.596
H 3.977 -3.677 1.388
H 4.202 -3.578 3.145
C 0.824 5.109 0.934
C 1.742 6.176 0.404
O 2.412 5.510 -0.668
C 1.611 4.490 -1.074
O 1.798 3.841 -2.058
O 0.581 4.309 -0.223
H -0.107 5.511 1.331
H 1.294 4.488 1.699
H 1.198 7.035 0.001
H 2.454 6.527 1.150
C 0.638 -2.741 5.838
C -0.302 -2.620 7.006
O -0.950 -3.895 7.019
C -0.129 -4.778 6.404
O -0.295 -5.958 6.390
O 0.908 -4.147 5.803
H 1.556 -2.172 5.976
H 0.178 -2.446 4.895
H 0.221 -2.481 7.955
H -1.026 -1.818 6.880
C 1.371 6.531 -4.015
C 0.580 5.718 -4.995
O -0.659 6.429 -5.066
C -0.412 7.711 -4.698
O -1.192 8.604 -4.807
O 0.838 7.846 -4.190
H 2.439 6.515 -4.224
H 1.207 6.216 -2.984
H 1.033 5.701 -5.985
H 0.424 4.694 -4.658
C -0.468 -7.369 3.460
C -0.950 -6.205 2.649
O -1.763 -6.827 1.652
C -2.173 -8.022 2.151
O -2.996 -8.714 1.642
O -1.527 -8.319 3.304
H -0.321 -7.111 4.506
H 0.456 -7.802 3.067
H -1.567 -5.518 3.233
H -0.135 -5.648 2.193
C 2.118 6.306 -10.375
C 2.059 4.931 -9.767
O 2.482 5.165 -8.425
C 2.234 6.468 -8.140
O 2.314 6.942 -7.055
O 1.880 7.154 -9.255
H 1.363 6.458 -11.144
H 3.102 6.538 -10.792
H 1.046 4.522 -9.752
H 2.720 4.222 -10.263
*
```

Output
- Kohn-Sham gap (eV) = 6.8
- LUMO level (eV) = 1.66
- ΔE to the lowest compared entry with this formula, charge and spin (kcal per mole) = 29.59
- highest occupied orbital energy (eV) = -5.099

---

(4)
C21H36N7O7PS2TeTi | the ωB97M-V functional and the def2-TZVPD basis

ORCA input file:
```
! wB97M-V def2-TZVPD RIJCOSX def2/J DEFGRID3
* xyz -1 2
Ti -0.399 -0.698 -0.916
C 2.244 2.969 3.112
C 1.080 3.329 2.187
N -0.009 2.392 2.290
C 0.076 1.112 1.802
S -1.141 0.054 2.315
N 1.119 0.818 1.056
N 1.069 -0.282 0.272
C 2.249 -0.787 -0.128
C 3.525 -0.173 0.392
C 2.162 -1.795 -1.107
C 3.237 -2.472 -1.729
C 2.994 -3.322 -2.776
C 1.677 -3.508 -3.224
C 0.657 -2.876 -2.548
N 0.866 -2.084 -1.493
H 3.050 3.696 3.035
H 2.618 1.991 2.822
H 1.905 2.926 4.146
H 1.416 3.314 1.147
H 0.692 4.325 2.424
H -0.622 2.468 3.089
H 3.413 0.021 1.459
H 3.690 0.791 -0.099
H 4.392 -0.808 0.223
H 4.246 -2.285 -1.392
H 3.808 -3.828 -3.274
H 1.461 -4.138 -4.071
H -0.372 -2.964 -2.874
C -2.605 -4.024 3.799
C -2.318 -3.053 2.664
O -1.943 -3.809 1.520
P -0.964 -3.236 0.353
O -1.561 -1.921 -0.136
Te -0.668 -5.193 -0.845
O 0.335 -2.722 1.195
C 1.177 -3.687 1.794
C 2.350 -2.965 2.436
H -2.935 -3.469 4.673
H -1.708 -4.584 4.058
H -3.378 -4.728 3.499
H -1.514 -2.361 2.933
H -3.208 -2.456 2.431
H 1.520 -4.397 1.026
H 0.613 -4.251 2.549
H 2.965 -2.507 1.666
H 2.949 -3.657 3.024
H 1.967 -2.178 3.083
O -0.003 -0.447 -4.480
S -0.535 0.134 -3.275
O 0.570 0.319 -2.249
O -1.440 -0.827 -2.552
O -1.207 1.407 -3.478
C -0.266 4.768 -2.023
C 0.634 3.545 -2.044
N 0.155 2.634 -1.021
C -1.163 2.254 -1.045
N -1.482 1.090 -0.565
C -2.888 0.727 -0.463
C -3.775 1.949 -0.271
C -3.462 2.911 -1.402
N -2.058 3.253 -1.345
C -1.680 4.283 -2.293
H 0.030 5.497 -2.779
H -0.219 5.233 -1.036
H 1.670 3.800 -1.801
H 0.599 3.063 -3.031
H 0.753 1.812 -0.945
H -2.989 0.036 0.384
H -3.173 0.197 -1.385
H -3.538 2.419 0.686
H -4.830 1.668 -0.282
H -4.034 3.843 -1.296
H -3.707 2.456 -2.373
H -2.396 5.107 -2.182
H -1.743 3.882 -3.314
*
```

Output
- Kohn-Sham gap (alpha / beta) (eV) = 6.2 / 6.4
- LUMO level (alpha / beta) (eV) = 2.49 / 1.96
- ΔE to the lowest compared entry with this formula, charge and spin (kcal per mole) = 53.51
- highest occupied orbital energy (alpha / beta) (eV) = -3.724 / -4.410

---

(5)
C50H54F3FeN2OP2SbSi2 | the ωB97M-V functional and the def2-TZVPD basis

ORCA input file:
```
! wB97M-V def2-TZVPD RIJCOSX def2/J DEFGRID3
* xyz 0 5
Fe -0.274 -0.421 0.354
C 3.765 -0.514 -2.734
Si 2.382 -1.244 -1.634
C 0.878 -1.812 -2.687
C 3.236 -2.776 -0.851
N 1.755 -0.299 -0.349
P 1.409 1.293 -0.262
C -0.118 1.818 0.342
P -1.644 1.521 -0.415
N -2.169 -0.024 -0.406
Si -3.786 -0.507 -0.773
C -3.592 -2.313 -1.359
C -4.719 0.451 -2.142
C -4.904 -0.375 0.779
C -2.792 2.424 0.672
C -3.973 3.044 0.289
C -4.864 3.499 1.247
C -4.588 3.338 2.595
C -3.402 2.736 2.983
C -2.518 2.280 2.027
C -1.856 2.138 -2.118
C -2.041 3.473 -2.451
C -2.190 3.835 -3.780
C -2.118 2.880 -4.782
C -1.874 1.555 -4.455
C -1.748 1.189 -3.130
C 2.564 1.949 0.976
C 2.109 2.709 2.043
C 3.010 3.240 2.951
C 4.368 3.010 2.794
C 4.826 2.243 1.732
C 3.926 1.702 0.834
C 1.917 2.167 -1.780
C 2.729 3.294 -1.736
C 3.115 3.919 -2.907
C 2.667 3.450 -4.132
C 1.806 2.365 -4.177
C 1.433 1.728 -3.008
H 4.119 -1.267 -3.433
H 4.613 -0.208 -2.128
H 3.447 0.350 -3.306
H 0.866 -2.884 -2.851
H 0.852 -1.346 -3.666
H -0.040 -1.544 -2.161
H 3.273 -3.582 -1.577
H 2.776 -3.171 0.048
H 4.262 -2.543 -0.587
H -3.168 -2.361 -2.358
H -4.545 -2.830 -1.382
H -2.929 -2.854 -0.694
H -4.209 0.407 -3.099
H -4.828 1.498 -1.884
H -5.716 0.044 -2.277
H -4.356 -0.493 1.708
H -5.686 -1.126 0.756
H -5.394 0.592 0.819
H -4.194 3.176 -0.761
H -5.787 3.973 0.942
H -5.295 3.674 3.339
H -3.170 2.616 4.030
H -1.583 1.813 2.318
H -2.089 4.222 -1.672
H -2.368 4.869 -4.040
H -2.254 3.167 -5.815
H -1.791 0.810 -5.234
H -1.600 0.156 -2.844
H 1.046 2.891 2.140
H 2.653 3.848 3.770
H 5.071 3.416 3.509
H 5.888 2.084 1.599
H 4.265 1.089 0.011
H 3.075 3.671 -0.785
H 3.780 4.771 -2.868
H 2.997 3.923 -5.045
H 1.444 2.006 -5.130
H 0.788 0.864 -3.034
C -0.202 -3.896 -0.064
O 0.139 -2.578 0.341
H -0.190 -4.572 0.796
H 0.484 -4.266 -0.822
H -1.208 -3.871 -0.474
H 1.092 -2.460 0.227
F -0.282 0.841 8.973
C -0.150 0.534 7.665
C -0.974 -0.428 7.113
C -0.838 -0.725 5.769
C 0.118 -0.094 4.986
C 0.920 0.879 5.567
C 0.801 1.194 6.909
Sb 0.249 -0.484 2.829
C 2.212 -1.384 2.956
C 3.291 -0.556 3.228
C 4.586 -1.038 3.212
C 4.792 -2.376 2.930
F 6.053 -2.856 2.918
C 3.738 -3.231 2.669
C 2.450 -2.722 2.676
C -0.929 -2.282 2.989
C -0.632 -3.371 3.798
C -1.456 -4.484 3.809
C -2.589 -4.488 3.014
F -3.397 -5.572 3.034
C -2.914 -3.411 2.210
C -2.072 -2.315 2.204
H -1.704 -0.926 7.731
H -1.488 -1.467 5.331
H 1.652 1.402 4.967
H 1.426 1.939 7.374
H 3.123 0.489 3.444
H 5.425 -0.391 3.413
H 3.933 -4.272 2.462
H 1.621 -3.385 2.465
H 0.245 -3.351 4.433
H -1.230 -5.344 4.420
H -3.802 -3.431 1.599
H -2.287 -1.475 1.555
*
```

Output
- Kohn-Sham gap (alpha / beta) (eV) = 7.4 / 7.2
- LUMO level (alpha / beta) (eV) = 0.52 / 0.06
- highest occupied orbital energy (alpha / beta) (eV) = -6.892 / -7.116

---

(6)
C41H46Cl2FN4O20PS | the ωB97M-V functional and the def2-TZVPD basis

ORCA input file:
```
! wB97M-V def2-TZVPD RIJCOSX def2/J DEFGRID3
* xyz 0 1
H 0.841 -2.975 -6.483
N -0.015 -3.458 -6.198
C 0.217 -4.235 -5.208
N 1.589 -4.333 -4.651
N -0.783 -5.065 -4.618
C -1.781 -4.300 -3.835
C -1.139 -3.193 -2.916
C -2.101 -2.646 -1.787
C -1.400 -2.096 -0.510
C -0.596 -0.709 -0.688
O -1.286 -0.053 -1.710
C -0.483 0.104 0.700
C -1.849 0.592 1.301
C -3.073 0.903 0.391
O -3.588 1.973 0.398
F -3.740 -0.055 -0.376
C 0.145 -1.010 1.669
C -0.683 -1.958 2.468
C -0.178 -2.990 3.358
C 1.301 -3.090 3.468
C 1.987 -2.120 2.587
N 1.472 -1.196 1.782
C 0.535 1.386 0.550
C 0.931 1.796 2.052
C 2.315 1.424 2.687
C 3.168 2.691 3.154
O 4.221 2.340 4.079
C 5.213 1.552 3.511
C 5.706 1.662 2.027
O 5.740 0.706 4.192
P -0.470 3.018 0.148
O 0.732 4.229 0.003
Cl -1.449 3.038 -1.676
C 1.692 1.225 -0.494
Cl 3.194 2.276 -0.180
C 1.441 1.766 -1.983
C 2.673 1.556 -2.967
O 2.228 -0.105 -0.707
S 1.124 -1.158 -1.324
O 1.221 -1.204 -2.782
O 1.528 -2.493 -0.853
H 2.078 -3.446 -4.824
H 2.099 -5.012 -5.228
H -0.377 -5.830 -4.080
H -2.448 -3.774 -4.571
H -2.420 -5.035 -3.271
H -0.914 -2.315 -3.593
H -0.151 -3.566 -2.523
H -2.868 -1.959 -2.249
H -2.708 -3.544 -1.454
H -0.794 -2.891 -0.016
H -2.220 -1.838 0.226
H -1.054 -0.311 -2.618
H -1.763 1.499 1.969
H -2.330 -0.118 2.043
H -1.805 -1.956 2.395
H -0.853 -3.671 3.926
H 1.827 -3.817 4.121
H 3.110 -2.203 2.629
H 0.172 1.412 2.797
H 0.875 2.920 2.214
H 2.165 0.846 3.649
H 3.013 0.792 2.088
H 3.490 3.343 2.303
H 2.439 3.312 3.758
H 6.772 1.303 1.985
H 5.639 2.695 1.603
H 5.134 0.954 1.363
H 0.422 4.923 0.614
H 0.560 1.327 -2.502
H 1.274 2.882 -2.001
H 3.512 0.941 -2.575
H 3.098 2.556 -3.275
H 2.300 1.097 -3.929
O -6.834 4.489 -0.301
C -7.102 3.602 -1.091
C -6.108 2.638 -1.563
C -6.447 1.692 -2.444
O -5.550 0.791 -2.893
C -7.839 1.584 -2.977
O -8.101 0.718 -3.792
C -8.838 2.532 -2.487
C -8.500 3.477 -1.604
O -9.404 4.360 -1.136
H -5.105 2.728 -1.172
H -6.042 0.222 -3.516
H -9.846 2.433 -2.867
H -8.911 4.933 -0.517
O 0.038 -10.465 -0.296
C -0.178 -9.269 -0.366
C 0.849 -8.303 -0.750
C 0.569 -6.995 -0.796
O 1.500 -6.090 -1.150
C -0.793 -6.478 -0.457
O -1.001 -5.280 -0.494
C -1.826 -7.447 -0.096
C -1.546 -8.753 -0.053
O -2.481 -9.664 0.274
H 1.830 -8.690 -0.990
H 1.058 -5.217 -1.106
H -2.811 -7.061 0.130
H -2.028 -10.529 0.234
O 5.950 9.276 5.068
C 5.114 8.591 4.510
C 4.851 8.681 3.074
C 3.910 7.920 2.509
O 3.652 7.984 1.188
C 3.095 6.959 3.313
O 2.234 6.297 2.760
C 3.373 6.851 4.743
C 4.317 7.610 5.310
O 4.593 7.527 6.623
H 5.445 9.381 2.504
H 2.934 7.341 1.030
H 2.789 6.140 5.311
H 5.307 8.175 6.782
*
```

Output
- Kohn-Sham gap (eV) = 7.3
- SMILES string = [H]/N=C(\N)NCCCC[C@@]1(O)[C@@](CC(=O)F)(c2ccccn2)[C@](CCCOC(C)=O)(P(O)Cl)[C@](Cl)(CC)OS1(=O)=O.O=C1C=C(O)C(=O)C=C1O.O=C1C=C(O)C(=O)C=C1O.O=C1C=C(O)C(=O)C=C1O
- LUMO level (eV) = -1.80
- highest occupied orbital energy (eV) = -9.139

---

Number 1: E_tot -2026.86203 hartree. Number 2: E_tot -351.28065 hartree. Number 3: E_tot -5865.37946 hartree. Number 4: E_tot -3987.31880 hartree. Number 5: E_tot -5187.74836 hartree. Number 6: E_tot -5073.39348 hartree.